Entry 1:
Entry from OMol25: a gas-phase ion, C6H8N2O (charge +2) at a distorted geometry (ωB97M-V/def2-TZVPD).

Each line ends with the natural charge from an NBO analysis.
Element x y z (Å)
C -1.349 0.505 -0.821  -0.26
C -0.318 1.009 0.014  0.22
C -2.167 -0.630 -0.788  0.16
C -2.155 -1.430 1.574  0.51
C 0.641 0.194 0.756  -0.28
C 1.581 -0.435 -0.362  -0.59
N -2.251 -1.236 0.405  -0.29
N 0.112 -0.914 1.546  0.22
O 0.735 -1.871 1.733  -0.08
H -1.561 0.993 -1.838  0.32
H -0.053 1.976 -0.057  0.26
H -2.716 -1.141 -1.520  0.30
H -2.465 -1.811 2.589  0.36
H 1.277 0.852 1.365  0.32
H 2.446 -0.844 0.245  0.30
H 1.790 0.348 -1.210  0.29
H 1.189 -1.445 -0.612  0.25

The value obtained for the energy relative to the best compared isomer or geometry (same formula, charge and spin) is 69.68 kcal per mole. The total charge is +2. As for the total energy: -11352.729 eV. For the HOMO-LUMO gap (spin up / spin down), the calculation gives 6.50 / 6.49 eV. The value obtained for the LUMO energy (spin up / spin down) is -12.2 / -12.2 eV. Its highest occupied orbital energy (spin up / spin down) is -0.6888 / -0.6886 Ha.

Entry 2:
Entry from OMol25: 2 unconnected molecules or ions with the total composition C6H8N2O2 at a distorted geometry (ωB97M-V/def2-TZVPD).

Each line ends with the natural charge from an NBO analysis.
Element x y z (Å)
C 1.933 -1.204 1.703  -0.68
C 0.963 -0.859 0.844  0.36
N 0.583 -1.629 -0.201  -0.58
C -0.445 -0.976 -0.864  -0.14
C -0.725 0.182 -0.284  0.14
C -1.699 1.323 -0.557  -0.64
N 0.145 0.319 0.798  -0.60
H 1.998 -0.642 2.685  0.22
H 2.399 -2.226 1.469  0.21
H 0.840 -2.577 -0.267  0.42
H -0.768 -1.077 -1.894  0.22
H -1.980 1.790 0.383  0.22
H -1.367 2.042 -1.194  0.22
H -2.530 0.891 -1.084  0.23
H 0.084 1.209 1.216  0.42
O 3.037 1.777 -0.278  -0.51
C 3.384 0.837 -0.818  1.04
O 3.824 -0.098 -1.372  -0.53

The value obtained for the energy relative to the best compared isomer or geometry (same formula, charge and spin) is 32.12 kcal per mole. As for the total energy: -13425.981 eV. For the HOMO-LUMO gap, the calculation gives 7.29 eV. The value obtained for the LUMO energy is 0.7 eV. Its highest occupied orbital energy is -0.2437 Ha. The SMILES is C=C1NC=C(C)N1.O=C=O.

Entry 3:
Entry from OMol25: C6H8N2O2 in the gas phase at a distorted geometry (ωB97M-V/def2-TZVPD).

Each line ends with the natural charge from an NBO analysis.
Element x y z (Å)
C 2.769 -0.184 0.235  -0.04
C 1.213 -1.030 -0.951  0.21
C 1.631 0.604 0.502  -0.12
C -0.764 0.468 -0.487  -0.24
C 1.416 1.901 1.101  0.22
C -1.834 -0.400 0.113  -0.09
N 2.466 -1.232 -0.574  -0.45
N 0.640 0.055 -0.322  -0.31
O 2.442 2.361 1.747  -0.62
O -1.979 -1.662 -0.481  -0.70
H 3.605 -0.207 0.926  0.20
H 0.659 -1.724 -1.559  0.21
H -0.888 0.654 -1.593  0.20
H -0.861 1.380 -0.026  0.24
H -2.728 0.208 0.233  0.18
H -1.629 -0.558 1.114  0.19
H 3.383 1.857 1.554  0.44
H -2.680 -1.597 -1.044  0.47

The value obtained for the energy relative to the best compared isomer or geometry (same formula, charge and spin) is 93.65 kcal per mole. As for the total energy: -13423.312 eV. For the HOMO-LUMO gap, the calculation gives 8.53 eV. The value obtained for the LUMO energy is 0.1 eV. Its highest occupied orbital energy is -0.3118 Ha.

Entry 4:
Entry from OMol25: C6H8N2O2 in the gas phase at a distorted geometry (ωB97M-V/def2-TZVPD).

Each line ends with the natural charge from an NBO analysis.
Element x y z (Å)
N 0.996 3.137 1.501  -0.77
C 1.508 2.441 0.350  -0.21
C 0.995 0.992 0.091  -0.13
C 1.716 -0.048 0.130  -0.05
N 0.906 -1.102 -0.100  -0.48
C -0.328 -0.724 -0.273  0.00
C -1.424 -1.704 -0.513  0.75
O -1.176 -2.955 -0.472  -0.60
O -2.716 -1.300 -0.730  -0.62
C -0.377 0.674 -0.219  -0.25
H 0.075 3.337 1.400  0.34
H 1.168 2.616 2.102  0.31
H 2.627 2.320 0.426  0.19
H 1.170 3.250 -0.573  0.18
H 2.814 -0.150 0.506  0.23
H 1.111 -2.168 -0.101  0.45
H -2.638 -0.488 -0.939  0.46
H -1.038 1.285 -0.407  0.18

The value obtained for the energy relative to the best compared isomer or geometry (same formula, charge and spin) is 102.76 kcal per mole. As for the total energy: -13422.917 eV. For the HOMO-LUMO gap, the calculation gives 9.88 eV. The value obtained for the LUMO energy is 0.5 eV. Its highest occupied orbital energy is -0.3447 Ha. The SMILES is NCc1c[nH]c(C(=O)O)c1.

Entry 5:
Entry from OMol25: 2 unconnected molecules or ions with the total composition C6H8N2O2 at a distorted geometry (ωB97M-V/def2-TZVPD).

Each line ends with the natural charge from an NBO analysis.
Element x y z (Å)
O -0.504 -1.711 -0.957  -0.56
C 0.390 -1.027 -0.612  0.64
C 1.444 -1.651 0.216  -0.36
C 2.357 -0.774 0.499  0.06
N 2.458 0.549 0.169  -0.61
C 1.380 1.275 -0.420  0.81
O 1.318 2.474 -0.615  -0.57
N 0.233 0.354 -0.572  -0.69
H 1.420 -2.692 0.380  0.25
H 3.397 -1.080 0.800  0.21
H 3.089 1.073 0.665  0.41
H -0.633 0.794 -1.002  0.45
C -2.607 -0.166 0.007  -0.39
C -2.898 1.054 0.516  -0.45
H -3.323 -1.028 0.003  0.20
H -1.444 -0.378 -0.361  0.20
H -3.866 1.021 0.969  0.21
H -2.209 1.913 0.316  0.20

The value obtained for the energy relative to the best compared isomer or geometry (same formula, charge and spin) is 68.79 kcal per mole. As for the total energy: -13424.390 eV. For the HOMO-LUMO gap, the calculation gives 10.09 eV. The value obtained for the LUMO energy is 0.5 eV. Its highest occupied orbital energy is -0.3521 Ha. The SMILES is O=c1cc[nH]c(=O)[nH]1.C=C.

Entry 6:
Entry from OMol25: 2 unconnected molecules or ions with the total composition C6H8N2O4 at a distorted geometry (ωB97M-V/def2-TZVPD).

Each line ends with the natural charge from an NBO analysis.
Element x y z (Å)
C -0.038 -0.232 0.238  0.33
C 3.137 0.635 0.746  1.05
C -1.470 -0.034 0.802  -0.48
C -2.132 0.875 -0.246  -0.41
C -0.915 1.517 -0.898  -0.22
C 0.811 -1.511 0.355  0.29
N 1.109 0.477 -1.636  -0.02
N 0.217 0.521 -0.826  -0.17
O 2.359 0.629 1.566  -0.54
O 4.039 0.653 0.009  -0.51
O 1.945 -1.421 -0.311  -0.58
O -0.081 -2.603 -0.091  -0.79
H -1.878 -1.095 1.109  0.28
H -1.340 0.624 1.717  0.23
H -2.475 0.203 -1.117  0.22
H -2.909 1.608 0.049  0.24
H -1.074 1.868 -1.856  0.23
H -0.438 2.231 -0.232  0.20
H 0.796 -1.768 1.416  0.16
H 0.337 -3.176 -0.792  0.49

The value obtained for the energy relative to the best compared isomer or geometry (same formula, charge and spin) is 165.99 kcal per mole. As for the total energy: -17516.225 eV. For the HOMO-LUMO gap (spin up / spin down), the calculation gives 7.33 / 7.31 eV. The value obtained for the LUMO energy (spin up / spin down) is -1.6 / -1.4 eV. Its highest occupied orbital energy (spin up / spin down) is -0.3275 / -0.3203 Ha.

Entry 7:
Entry from OMol25: C6H8N2OS in the gas phase at a distorted geometry (ωB97M-V/def2-TZVPD).

Each line ends with the natural charge from an NBO analysis.
Element x y z (Å)
C 0.936 -0.466 -1.468  -0.02
C 1.958 -0.778 -0.391  -0.12
C -0.534 -0.869 0.123  0.10
C 2.122 1.445 0.446  0.42
C -2.941 -0.215 0.081  -0.67
C -1.715 -0.756 0.724  -0.11
N -0.286 -0.505 -1.168  -0.49
N 0.888 1.546 0.655  -0.73
O 2.728 0.360 -0.042  -0.50
S 0.948 -1.444 0.965  0.29
H 1.272 -0.170 -2.448  0.19
H 2.694 -1.524 -0.701  0.23
H 2.896 2.203 0.627  0.15
H -2.754 0.025 -0.961  0.24
H -3.756 -0.935 0.155  0.23
H -3.253 0.688 0.607  0.23
H -1.793 -1.039 1.765  0.19
H 0.591 2.436 1.031  0.36

The value obtained for the energy relative to the best compared isomer or geometry (same formula, charge and spin) is 34.18 kcal per mole. As for the total energy: -22210.187 eV. For the HOMO-LUMO gap (spin up / spin down), the calculation gives 6.19 / 7.17 eV. The value obtained for the LUMO energy (spin up / spin down) is 0.8 / -2.2 eV. Its highest occupied orbital energy (spin up / spin down) is -0.1975 / -0.3443 Ha. The spin multiplicity is 3.